DFT (wB97M-V/def2-TZVPD) results for C29H47Br2I2N3O5S as an isolated structure.

Geometry as ORCA input:
```
! RIJCOSX wB97M-V def2-TZVPD def2/J DEFGRID3
* xyz 0 1
C 5.098 -0.337 0.604
C 4.371 0.543 -0.422
S 3.669 -0.585 -1.693
C 2.554 0.488 -2.659
N 1.115 0.356 -2.312
C 0.797 -0.984 -1.983
N 0.711 -1.393 -0.757
C 0.870 -0.433 0.335
C 1.423 -1.023 1.627
C 1.688 0.042 2.696
C 0.381 0.756 3.032
O 0.577 1.693 4.112
C -0.051 2.878 3.844
C 0.817 4.117 3.836
O -1.244 2.964 3.643
C 0.436 -2.824 -0.534
C -1.028 -3.235 -0.765
C -2.002 -2.479 0.132
C -3.432 -2.843 -0.339
C -1.882 -2.870 1.624
C -2.610 -1.791 2.442
C -2.553 -2.084 3.920
C -2.203 -1.166 4.850
C -1.144 -1.545 5.851
C -2.879 0.173 4.904
N 0.598 -1.856 -3.010
C 0.327 -1.168 -4.292
C -0.495 -2.114 -5.235
O -0.972 -3.153 -4.723
O -0.555 -1.711 -6.393
O -0.407 0.022 -4.126
C 0.184 0.965 -3.272
C 0.850 2.033 -4.162
Br 0.962 1.628 -6.031
C 1.354 3.179 -3.719
C 1.365 3.546 -2.259
Br 2.135 4.474 -4.861
C -1.037 1.600 -2.432
I -2.625 0.088 -2.348
C -1.652 2.848 -3.124
C -2.282 2.582 -4.495
I -3.302 3.545 -1.850
H 4.896 0.024 1.609
H 4.727 -1.361 0.560
H 6.155 -0.382 0.368
H 3.558 1.116 0.015
H 5.046 1.204 -0.953
H 2.726 0.190 -3.693
H 2.933 1.496 -2.536
H 1.489 0.416 0.072
H -0.119 -0.018 0.547
H 0.823 -1.836 2.025
H 2.399 -1.459 1.392
H 2.087 -0.414 3.598
H 2.366 0.796 2.294
H 0.079 1.326 2.153
H -0.413 0.039 3.246
H 1.651 3.945 4.515
H 0.243 4.983 4.137
H 1.197 4.278 2.828
H 0.652 -3.113 0.487
H 1.078 -3.449 -1.144
H -1.056 -4.292 -0.483
H -1.281 -3.212 -1.823
H -1.849 -1.404 0.088
H -3.739 -3.794 0.088
H -4.143 -2.047 -0.140
H -3.397 -2.980 -1.421
H -2.421 -3.798 1.803
H -0.843 -2.910 1.950
H -3.658 -1.784 2.114
H -2.229 -0.803 2.187
H -2.776 -3.107 4.217
H -0.169 -1.254 5.466
H -1.279 -1.034 6.809
H -1.192 -2.621 6.013
H -3.409 0.353 3.968
H -2.189 1.008 5.040
H -3.621 0.133 5.699
H 1.451 -2.400 -3.142
H 1.263 -0.943 -4.818
H 0.604 4.298 -2.058
H 1.158 2.686 -1.630
H 2.341 3.959 -2.016
H -0.750 1.795 -1.407
H -0.997 3.704 -3.139
H -2.342 3.552 -4.993
H -1.676 1.943 -5.130
H -3.304 2.241 -4.416
*
```

The total energy is -7815.12502 hartree. The highest occupied orbital energy is -0.2829 Eh.

DFT (wB97M-V/def2-TZVPD) results for C29H47ClN4O4Pt as an isolated structure.

Geometry as ORCA input:
```
! RIJCOSX wB97M-V def2-TZVPD def2/J DEFGRID3
* xyz -2 5
Pt -0.349 1.833 0.086
C 2.010 3.777 2.743
C 0.975 2.717 1.088
N 0.917 3.029 2.401
H 3.715 4.410 1.491
N 2.114 3.269 0.611
H 2.201 4.110 3.748
C -1.982 2.152 -1.146
C -2.627 1.136 -1.865
C -3.648 1.487 -2.774
C -4.022 2.832 -2.938
C -3.418 3.820 -2.151
C -2.395 3.484 -1.262
H -2.306 0.108 -1.703
H -4.144 0.697 -3.345
H -3.745 4.853 -2.241
H -1.889 4.214 -0.642
C -5.052 3.225 -3.957
H -5.335 4.272 -3.819
H -5.955 2.611 -3.884
H -4.682 3.119 -4.984
C -0.103 2.439 3.292
C 0.096 3.030 4.678
C -1.466 2.759 2.716
H -0.053 4.121 4.679
H -0.649 2.605 5.365
H 1.086 2.794 5.092
H -0.563 0.496 4.109
H 1.070 0.584 3.376
H -1.577 2.343 1.673
C 0.032 0.922 3.286
H -1.642 3.837 2.680
H -2.249 2.283 3.320
H -0.360 0.488 2.350
C 2.762 3.923 1.625
C 1.542 3.349 -1.740
H 1.247 4.393 -1.612
H 1.932 3.192 -2.753
C 2.612 2.972 -0.744
H 3.371 1.270 -1.824
C 3.885 3.767 -0.984
H 4.704 3.480 -0.305
H 0.629 2.707 -1.644
H 1.942 0.890 -0.839
H 3.705 4.850 -0.914
H 4.237 3.566 -2.003
C 2.875 1.477 -0.864
H 3.512 1.111 -0.051
C -1.004 -4.997 -0.515
N -1.610 -3.762 -0.324
H 0.511 -5.541 -2.059
N -0.323 -3.549 -2.027
H -1.179 -5.829 0.159
C -2.365 -3.326 0.869
C -3.614 -4.165 1.066
C -1.427 -3.453 2.054
H -3.367 -5.221 1.218
H -4.116 -3.794 1.971
H -4.317 -4.062 0.231
H -3.252 -1.477 1.488
H -3.274 -1.712 -0.273
H -0.491 -2.910 1.865
C -2.685 -1.864 0.634
H -1.189 -4.506 2.233
H -1.925 -3.032 2.935
H -1.753 -1.287 0.555
C -0.172 -4.859 -1.585
C 1.942 -2.819 -2.452
H 2.347 -3.835 -2.370
H 2.564 -2.230 -3.141
C 0.527 -2.844 -3.001
H 0.546 -0.853 -3.791
C 0.495 -3.531 -4.351
H -0.512 -3.512 -4.785
H 1.952 -2.349 -1.457
H 0.028 -0.954 -2.101
H 0.863 -4.563 -4.296
H 1.156 -2.956 -5.018
C -0.033 -1.442 -3.077
H -1.073 -1.454 -3.389
C -1.251 -2.925 -1.303
O 2.501 -0.391 1.975
Cl 2.232 -1.735 1.463
O 3.411 -2.253 0.791
O 1.792 -2.601 2.544
O 1.122 -1.648 0.454
*
```

The total energy is -2232.23070 hartree. The highest occupied orbital energy (spin up / spin down) is 0.0697 / -0.1229 Eh. Its expectation value of S² is 6.009.

DFT (wB97M-V/def2-TZVPD) results for C29H47F5O20 as an isolated structure.

Geometry as ORCA input:
```
! RIJCOSX wB97M-V def2-TZVPD def2/J DEFGRID3
* xyz 0 1
C 12.702 -7.133 15.802
C 13.417 -6.667 14.530
O 14.505 -7.606 14.593
C 14.685 -8.143 15.788
O 15.676 -8.818 16.146
O 13.605 -7.867 16.547
F 13.866 -5.386 14.760
H 11.845 -7.792 15.661
H 12.319 -6.288 16.374
H 12.681 -6.709 13.727
C 12.921 -5.395 11.994
C 13.146 -3.914 11.568
O 14.435 -3.899 11.125
C 15.101 -4.973 11.562
O 16.235 -5.294 11.173
O 14.236 -5.786 12.214
F 13.063 -3.091 12.599
H 12.614 -5.872 11.063
H 12.168 -5.545 12.768
H 12.434 -3.543 10.830
C 17.872 -5.828 12.375
C 18.583 -5.594 11.096
O 19.874 -5.218 11.413
C 20.164 -5.805 12.531
O 21.338 -5.844 12.960
O 19.018 -6.239 13.090
F 17.895 -4.618 10.428
H 17.149 -6.640 12.284
H 17.329 -4.971 12.773
H 18.543 -6.524 10.530
C 12.684 -6.720 8.179
C 11.135 -6.692 8.115
O 10.861 -5.395 8.443
C 11.919 -4.788 8.953
O 11.968 -3.602 9.402
O 12.974 -5.618 8.975
F 10.607 -7.455 9.116
H 13.154 -6.360 7.264
H 13.023 -7.623 8.688
H 10.712 -7.020 7.166
C 11.273 -2.415 13.248
C 11.447 -1.521 14.518
O 10.022 -1.367 14.780
C 9.268 -1.645 13.687
O 8.063 -1.402 13.576
O 10.016 -2.113 12.713
F 11.924 -0.304 14.187
H 11.304 -3.463 13.545
H 12.025 -2.190 12.492
H 12.089 -2.001 15.256
C 13.545 -8.659 10.707
C 12.520 -7.668 11.127
C 11.186 -8.476 11.309
O 11.424 -9.638 10.546
C 12.772 -10.012 10.690
H 14.415 -8.742 11.358
H 13.839 -8.297 9.722
H 12.481 -6.916 10.338
H 12.709 -7.104 12.040
H 10.321 -7.950 10.907
H 11.042 -8.699 12.366
H 13.036 -10.709 9.895
H 12.998 -10.556 11.608
C 15.185 -2.004 13.299
C 16.176 -1.772 14.444
C 17.519 -2.058 13.799
O 17.200 -2.298 12.421
C 15.914 -2.812 12.321
H 14.923 -1.075 12.794
H 14.236 -2.393 13.669
H 15.967 -2.338 15.352
H 15.977 -0.742 14.740
H 17.904 -2.931 14.325
H 18.204 -1.216 13.896
H 15.918 -3.868 12.591
H 15.528 -2.826 11.301
C 9.636 -6.218 10.889
C 10.355 -5.027 11.482
C 9.336 -4.486 12.463
O 9.040 -5.765 13.127
C 9.100 -6.852 12.167
H 10.458 -6.628 10.302
H 8.757 -5.873 10.345
H 10.407 -4.190 10.786
H 11.312 -5.268 11.946
H 8.411 -4.192 11.966
H 9.749 -3.757 13.160
H 8.095 -7.272 12.203
H 9.813 -7.651 12.370
C 11.920 -1.475 10.182
O 12.927 -2.112 9.368
H 11.407 -0.735 9.567
H 11.265 -2.197 10.670
H 12.560 -0.892 10.844
H 12.538 -2.731 8.745
C 15.330 -3.123 8.506
O 14.636 -1.839 8.421
H 14.848 -3.558 9.382
H 14.929 -3.706 7.676
H 16.416 -3.074 8.586
H 14.694 -1.414 9.280
*
```

The total energy is -3136.44528 hartree. The highest occupied orbital energy is -0.3058 Eh.

Question: Which formula does entry 3 have?
Answer: C29H47F5O20